(1)
The following is a quantum chemistry calculation of C15H19N3O6 in the gas phase, from OMol25.

Calculated values
HOMO level: -0.339 hartree
Energy: -32616.779 eV
Total charge: 0
SMILES: CCOC(=O)N1CCN(C(=O)COc2ccc([N+](=O)[O-])cc2)CC1
Strongest force on any atom: 0.0258 hartree/bohr
Energy above the lowest of the compared OMol25 structures with the same formula, charge and spin: 357.9 kJ/mol
LUMO energy: -0.0144 Eh

Structure (XYZ):
```
43
Properties=species:S:1:pos:R:3:forces:R:3
H 0.866 -2.395 1.411 0.00 0.07 0.03
C -1.003 1.849 2.359 0.05 0.47 -0.20
C 1.252 -0.496 0.466 0.24 -0.14 0.32
C 2.849 -2.822 -3.370 0.42 -0.25 -0.16
O -0.380 6.319 0.482 0.16 0.20 -0.01
C 0.031 2.790 2.455 -0.21 -0.29 0.03
H 0.533 -0.988 2.445 0.00 -0.09 -0.06
C 2.261 -3.490 -4.598 -0.02 0.27 0.40
O 1.786 -2.187 -2.655 -0.25 0.03 0.01
O -2.285 5.728 -0.320 -0.18 0.10 -0.15
H -3.084 3.584 0.330 -0.02 -0.01 -0.01
H 0.884 0.535 0.513 0.01 -0.05 0.05
H 1.525 -4.234 -4.306 -0.06 -0.10 -0.02
H -0.706 -0.073 -1.330 -0.03 -0.07 -0.02
N 1.098 -0.989 -0.884 -0.08 0.07 -0.10
H -2.935 1.424 1.488 -0.09 -0.10 0.00
C -1.191 4.272 1.035 0.01 -1.18 0.60
H -0.680 -2.987 -0.375 -0.01 0.02 -0.02
H 2.314 -0.518 0.715 -0.14 0.06 0.01
O -0.802 0.702 3.047 0.16 0.05 0.11
H -2.758 0.070 3.350 0.15 -0.08 -0.11
C 0.453 -1.380 1.435 0.41 0.23 0.08
N -0.925 -1.441 1.000 0.12 -0.19 -0.20
C -2.220 3.344 0.930 0.22 0.48 -0.12
O -3.130 -1.026 1.170 -0.37 0.06 0.06
H 3.334 -3.550 -2.711 -0.05 0.15 -0.11
H 0.726 4.730 1.866 0.03 0.01 0.01
C 2.134 -1.640 -1.475 -0.05 0.15 -0.02
H -1.447 -1.072 3.722 -0.05 0.10 -0.08
H -0.310 -1.497 -2.326 -0.06 0.10 0.09
C -0.060 3.994 1.801 -0.16 0.20 -0.19
C -2.130 2.134 1.587 0.11 -0.32 0.24
C -2.006 -0.954 1.634 0.03 0.13 0.33
H 1.778 -2.751 -5.231 -0.04 0.03 -0.12
C -1.788 -0.312 3.013 -0.33 -0.11 0.02
N -1.293 5.529 0.351 -0.06 0.51 -0.30
H 3.592 -2.065 -3.645 -0.08 -0.12 0.08
O 3.247 -1.693 -1.006 0.40 -0.15 0.02
H -2.129 -1.966 -0.598 0.15 -0.06 0.02
H 0.892 2.545 3.057 0.11 -0.01 0.07
C -0.277 -1.081 -1.320 -0.27 -0.28 -0.08
H 3.053 -3.976 -5.160 0.07 -0.06 -0.08
C -1.068 -1.963 -0.347 -0.24 0.17 -0.41
```
Positions in Å, forces in eV/Å.

Here are the Mulliken charges for atoms 1 to 8, given in e: 0.35 0.63 -0.90 -0.21 -0.62 -0.43 0.50 -1.23

---

(2)
The following is a quantum chemistry calculation of C15H19N3OS2 in the gas phase, from OMol25.

Calculated values
HOMO level: -0.262 hartree
Energy: -44039.194 eV
Total charge: 0
SMILES: O=C(CSC1=NCCS1)N1CCN(c2ccccc2)CC1
Strongest force on any atom: 0.2966 hartree/bohr
Energy above the lowest of the compared OMol25 structures with the same formula, charge and spin: 1220.7 kJ/mol
LUMO energy: 0.0169 Eh

Structure (XYZ):
```
40
Properties=species:S:1:pos:R:3:forces:R:3
H 2.776 -2.235 0.336 0.86 2.10 1.20
N -1.577 -0.335 -1.015 3.42 5.96 -7.10
H -1.765 -0.824 0.814 3.33 -4.95 5.98
C -0.538 2.568 1.408 -6.44 -3.73 -5.22
H -1.514 2.374 3.333 1.04 -0.01 -1.25
N 1.493 0.550 1.521 7.69 5.76 -5.50
H -1.846 3.206 -1.263 2.49 -0.56 0.01
H 0.785 -4.004 -0.856 0.10 -0.80 -0.48
C 1.710 -1.267 -2.385 1.70 -2.27 -1.77
H 0.289 2.301 3.323 -1.27 0.82 -1.44
C -0.627 2.100 2.663 0.36 -3.07 10.12
C -1.832 1.266 -1.843 -1.41 -5.15 2.85
H 2.520 -3.378 -2.170 -0.96 1.90 -1.10
C 0.750 -3.057 -1.361 -6.19 -0.63 5.83
O 0.282 3.240 1.036 7.50 6.54 -2.75
H -1.454 0.980 -2.793 0.69 0.53 -0.81
H -2.486 1.076 1.937 -0.72 0.01 -2.09
H -3.168 -0.576 -0.283 -2.93 -1.62 1.28
C -1.138 2.307 -0.980 -15.06 1.15 2.13
N -1.489 2.124 0.455 1.26 -1.01 0.38
H -1.300 -2.624 -0.396 3.17 0.93 -0.41
H 2.512 -0.014 -0.175 0.07 -0.25 1.16
C -0.353 -0.856 -1.445 -2.19 -4.89 5.22
H -2.958 1.155 -1.932 1.32 1.02 0.39
H 3.422 -1.919 1.943 2.30 0.07 1.33
C -2.508 1.163 0.791 5.82 -3.52 2.95
S 1.192 -2.103 2.073 1.08 3.20 -0.01
H -3.325 1.556 0.484 -6.02 1.96 -1.96
C 2.728 -0.107 0.951 -8.14 0.30 -5.35
H 2.542 -0.949 -2.863 2.63 1.28 -1.55
H 3.402 0.523 0.970 7.28 5.67 1.39
C 0.948 -0.212 2.169 -8.43 -7.83 6.55
C -2.263 -0.367 0.172 -3.56 7.38 -3.76
H -0.267 2.276 -1.199 11.16 0.65 -2.19
C 0.717 -0.440 -2.221 -3.68 -3.53 3.31
H 0.642 0.465 -2.462 0.43 7.40 -2.54
S -0.588 0.284 2.999 0.27 -0.96 0.03
C 1.648 -2.613 -2.161 5.85 -1.34 -1.00
C -0.238 -2.188 -0.783 -1.87 -0.08 -3.34
C 2.877 -1.445 1.207 -2.94 -8.45 -0.50
```
Positions in Å, forces in eV/Å.

Here are the Mulliken charges for atoms 1 to 8, given in e: 0.09 -0.24 1.12 0.91 0.42 -0.11 0.29 0.34

---

(3)
The following is a quantum chemistry calculation of a molecular structure, C15H19N5O2S, from OMol25.

Calculated values
HOMO level: -0.341 hartree
Energy: -38227.366 eV
Total charge: 0
Strongest force on any atom: 0.3278 hartree/bohr
Energy above the lowest of the compared OMol25 structures with the same formula, charge and spin: 1631.7 kJ/mol
LUMO energy: 0.0127 Eh

Structure (XYZ):
```
42
Properties=species:S:1:pos:R:3:forces:R:3
H 2.392 3.216 1.013 5.87 8.73 8.40
N 0.569 -0.520 -1.780 -2.68 3.54 0.04
H -4.768 -1.682 -1.597 3.26 0.42 -0.44
H 0.916 -4.142 -0.434 0.54 1.87 0.62
H 3.755 -1.142 1.547 0.24 -3.38 8.29
H -3.679 2.090 2.296 -0.23 -1.89 -1.20
N -0.977 1.242 -1.781 0.16 -1.29 1.96
C 3.758 -0.677 0.745 -4.63 4.17 -6.43
C 2.053 -2.518 0.523 2.55 -0.12 -1.16
N 2.719 -1.470 -0.028 1.69 4.36 -2.18
C -3.475 -0.532 -0.414 -10.79 -5.63 -1.43
C -2.603 1.132 0.947 13.20 3.32 -3.98
S -0.556 -2.511 -0.200 -2.79 3.19 -0.23
C -4.595 -0.276 0.361 -7.89 -5.91 -1.28
H -5.640 -0.933 0.206 2.93 1.40 -0.24
H 0.831 2.751 0.392 2.08 1.06 -0.71
H -5.674 0.675 2.289 2.80 -0.73 -3.55
C 3.537 0.901 0.725 0.23 -2.91 -1.65
N 0.154 0.943 -2.164 2.74 -2.35 -1.87
C 2.152 1.374 0.919 -1.36 -7.74 9.31
H -3.230 -2.297 -1.134 3.56 -8.70 3.12
N -1.365 0.189 -1.013 -3.02 -1.27 3.19
C -3.563 -1.506 -1.453 -7.51 5.73 -2.47
O 2.404 -3.137 1.533 -1.07 1.14 -0.78
C -3.658 1.179 1.519 -3.77 10.87 12.31
H 2.065 2.051 -1.644 0.06 0.40 0.87
H -3.004 -1.184 -2.241 0.95 0.58 -2.81
H 3.244 3.350 -1.241 -0.58 -2.50 1.00
H 4.255 1.287 1.484 0.04 0.49 -1.27
H 2.577 -0.902 -1.057 -0.52 -2.75 3.76
H 2.191 1.300 2.235 -0.69 0.55 -3.15
C -2.612 0.152 0.041 14.90 6.55 -2.92
H -1.636 2.036 1.109 -3.14 -3.43 -0.69
O 3.639 1.284 -0.770 1.89 -1.43 4.04
C -4.729 0.523 1.393 -7.81 -2.11 3.21
H 1.421 0.292 0.827 1.55 3.92 -0.72
C 1.994 2.704 0.422 -8.61 -9.10 -8.31
C -0.495 -0.823 -1.053 2.37 -1.24 -0.30
H 1.189 -2.943 -1.562 1.01 0.89 0.42
C 1.059 -2.974 -0.473 -0.68 -4.84 -1.31
H 4.639 -0.801 0.306 3.83 -0.65 -2.02
C 2.745 2.296 -0.793 -0.67 6.77 -7.41
```
Positions in Å, forces in eV/Å.

Here are the Mulliken charges for atoms 1 to 8, given in e: 0.78 -0.48 0.30 0.39 0.90 0.15 -0.52 -1.88